Density functional theory data (wB97M-V/def2-TZVPD) for a molecular structure, C16H25Cl2O4P2Ti at a distorted geometry.

```
! wB97M-V def2-TZVPD RIJCOSX def2/J DEFGRID3
* xyz 2 2
C 1.021 -0.103 -2.195
C 1.841 0.495 -1.105
H 1.149 0.499 -3.105
H -0.103 -0.132 -1.989
H 1.367 -1.128 -2.400
O 2.763 1.297 -1.258
Cl -3.027 -0.127 -0.142
Ti -0.780 0.098 -0.118
P -0.593 2.464 -1.201
C 0.514 3.579 -0.262
C -0.172 2.840 -2.933
H -0.594 3.819 -3.199
H -2.206 4.249 -1.455
H -0.605 2.070 -3.583
H -3.004 2.639 -1.392
H 1.518 3.140 -0.206
H 0.917 2.849 -3.066
C -2.213 3.266 -0.964
H 0.565 4.549 -0.777
H -2.404 3.385 0.110
H 0.116 3.708 0.752
P -0.430 -2.459 -0.584
C 1.108 -3.172 0.094
C -1.688 -3.384 0.359
H -1.458 -2.833 -2.738
H -0.637 -4.309 -2.139
H 0.318 -2.965 -2.851
C -0.557 -3.218 -2.241
H -2.672 -2.930 0.197
H -1.701 -4.431 0.026
H 1.104 -4.260 -0.060
H 1.160 -2.950 1.167
H -1.454 -3.335 1.429
H 1.985 -2.735 -0.397
C 1.481 0.055 0.296
O 2.103 -0.147 1.298
Cl -1.203 1.110 8.227
C -1.071 0.909 6.532
C -0.681 -0.336 6.009
C -0.593 -0.497 4.628
C -0.889 0.580 3.792
C -1.262 1.824 4.304
C -1.360 1.993 5.684
C -0.786 0.390 2.329
O -0.739 -0.782 1.805
O -0.765 1.392 1.514
H -0.450 -1.157 6.682
H -0.292 -1.448 4.190
H -1.473 2.645 3.622
H -1.652 2.949 6.111
*
```

As for the expectation value of S²: 0.760. The energy above the lowest of the compared OMol25 structures with the same formula, charge and spin comes out at 0.0 kJ/mol. For the frontier orbital gap (alpha / beta), the calculation gives 5.1 / 4.6 eV.

***

Density functional theory data (wB97M-V/def2-TZVPD) for a single C16H25N3O3S molecule at a distorted geometry.

```
! wB97M-V def2-TZVPD RIJCOSX def2/J DEFGRID3
* xyz 0 1
C -3.829 -1.984 -0.334
C -3.643 -1.407 1.063
C -2.484 -0.407 1.119
N -1.214 -1.020 0.811
C -0.602 -0.811 -0.388
O -0.948 0.080 -1.145
N 0.426 -1.658 -0.718
C 0.954 -2.753 0.055
C 2.232 -2.315 0.789
N 2.996 -1.408 -0.037
S 3.422 0.070 0.612
O 4.397 0.627 -0.279
O 3.784 -0.192 1.975
C 1.964 1.101 0.596
C 1.139 1.140 1.699
C -0.003 1.920 1.647
C -0.331 2.637 0.505
C -1.599 3.429 0.452
C 0.526 2.604 -0.603
C 0.190 3.349 -1.854
C 1.678 1.836 -0.536
C 2.767 -1.490 -1.455
C 1.283 -1.290 -1.832
H -4.667 -2.677 -0.354
H -4.018 -1.187 -1.049
H -2.935 -2.516 -0.653
H -3.458 -2.215 1.776
H -4.554 -0.893 1.373
H -2.429 0.041 2.116
H -2.629 0.383 0.380
H -0.939 -1.788 1.398
H 0.221 -3.147 0.759
H 1.196 -3.558 -0.648
H 2.844 -3.193 1.034
H 2.003 -1.792 1.719
H 1.407 0.581 2.582
H -0.655 1.966 2.507
H -2.217 3.080 -0.373
H -1.388 4.485 0.286
H -2.158 3.329 1.379
H 1.015 3.304 -2.561
H -0.037 4.392 -1.643
H -0.687 2.896 -2.315
H 2.373 1.803 -1.361
H 3.117 -2.469 -1.801
H 3.393 -0.723 -1.910
H 1.058 -0.250 -2.074
H 1.038 -1.907 -2.707
*
```

The energy above the lowest of the compared OMol25 structures with the same formula, charge and spin comes out at 144.5 kJ/mol. The SMILES is CCCNC(=O)N1CCN(S(=O)(=O)c2ccc(C)c(C)c2)CC1. For the frontier orbital gap, the calculation gives 9.3 eV.

***

Density functional theory data (wB97M-V/def2-TZVPD) for 2 unconnected molecules or ions with the total composition C16H25N4O5P at a distorted geometry.

```
! wB97M-V def2-TZVPD RIJCOSX def2/J DEFGRID3
* xyz 0 1
C -3.162 -0.619 -2.018
N -2.518 -1.404 -3.073
C -1.330 -1.254 -3.682
O -1.036 -2.082 -4.529
C -0.350 -0.082 -3.427
C 0.788 -0.500 -2.478
C 0.359 -1.074 -1.161
C 0.322 -2.394 -0.869
N -0.223 -2.579 0.385
C -0.598 -1.382 0.955
C -1.248 -1.058 2.154
C -1.488 0.293 2.456
C -1.068 1.296 1.564
C -0.419 0.960 0.360
C -0.184 -0.390 0.014
N -0.974 1.145 -2.919
C -1.707 2.022 -3.602
C -1.889 1.859 -5.097
O -2.241 2.955 -3.024
H -2.453 -0.365 -1.233
H -3.587 0.297 -2.433
H -3.969 -1.202 -1.571
H -3.024 -2.214 -3.398
H 0.112 0.141 -4.389
H 1.394 -1.248 -2.991
H 1.431 0.361 -2.291
H 0.627 -3.184 -1.548
H -0.381 -3.489 0.794
H -1.556 -1.834 2.838
H -1.982 0.565 3.380
H -1.244 2.335 1.809
H -0.099 1.749 -0.304
H -0.932 1.306 -1.926
H -2.529 2.660 -5.463
H -2.358 0.901 -5.309
H -0.921 1.918 -5.589
N 4.153 0.548 2.781
C 3.138 -0.502 2.773
C 1.870 0.103 3.329
P 2.078 0.832 4.934
O 2.432 2.256 4.866
O 0.749 0.757 5.774
O 3.257 0.114 5.689
H 3.779 1.426 2.407
H 4.986 0.264 2.262
H 2.958 -0.860 1.751
H 3.461 -1.361 3.376
H 1.503 0.884 2.662
H 1.105 -0.666 3.415
H 0.978 1.381 6.475
H 3.988 0.414 5.124
*
```

The SMILES is CNC(=O)[C@H](Cc1c[nH]c2ccccc12)NC(C)=O.NCCP(=O)(O)O. For the frontier orbital gap, the calculation gives 8.9 eV.

***

Density functional theory data (wB97M-V/def2-TZVPD) for a molecular structure, C16H25N5O6Pb at a distorted geometry.

```
! wB97M-V def2-TZVPD RIJCOSX def2/J DEFGRID3
* xyz 0 1
O -4.766 -0.840 0.160
H -5.319 -1.472 -0.301
Pb -2.124 -1.112 -0.246
N 0.877 -1.999 -0.212
N -0.948 -2.829 1.484
N -0.574 0.529 -1.912
N -3.127 0.945 -1.389
O 1.834 -1.455 -0.906
O 0.736 0.495 -2.138
O -4.386 1.225 -1.413
O -1.836 -3.017 2.352
C 0.348 -3.090 1.830
C 1.331 -2.575 0.932
C -1.088 1.726 -2.219
C -2.459 1.947 -1.979
C 2.794 -2.565 1.238
H 3.144 -1.532 1.395
H 3.367 -2.997 0.407
H 3.011 -3.145 2.138
C 0.647 -3.647 3.168
H -0.041 -4.474 3.366
H 0.504 -2.897 3.967
H 1.664 -4.038 3.211
C -0.285 2.856 -2.702
C -3.309 3.117 -2.245
H 0.662 2.427 -3.021
H -0.161 3.533 -1.847
H -0.834 3.356 -3.505
H -3.877 3.433 -1.356
H -4.087 2.893 -2.984
H -2.679 3.925 -2.597
H 1.055 -0.345 -1.665
H -4.537 -0.420 -0.757
C -2.724 -2.605 -1.516
H -2.313 -3.374 -0.814
H -2.333 -2.215 -2.469
H -3.860 -2.584 -1.475
O 1.423 -2.489 -3.502
H 1.285 -1.726 -4.115
H 1.577 -2.088 -2.622
N -0.739 0.568 1.390
C 0.322 1.025 1.512
C 1.546 1.706 1.797
C 2.705 1.441 1.039
C 3.873 2.133 1.319
C 3.875 3.082 2.353
C 2.714 3.349 3.130
C 1.557 2.646 2.832
H 2.682 0.703 0.227
H 4.801 1.954 0.746
H 4.764 3.645 2.597
H 2.692 4.075 3.943
H 0.615 2.796 3.375
*
```

The energy above the lowest of the compared OMol25 structures with the same formula, charge and spin comes out at 246.3 kJ/mol. For the frontier orbital gap (alpha / beta), the calculation gives 4.9 / 5.9 eV.

***

Density functional theory data (wB97M-V/def2-TZVPD) for a single C16H25NO3 molecule at a distorted geometry.

```
! wB97M-V def2-TZVPD RIJCOSX def2/J DEFGRID3
* xyz 0 1
C 6.202 -1.106 0.792
O 4.932 -0.877 1.527
C 4.003 -0.114 0.678
C 2.928 -1.090 -0.153
C 2.536 -0.262 -1.512
C 1.169 -0.765 -2.265
C -0.037 -1.251 -1.268
C -1.561 -0.924 -1.850
C -2.738 -1.659 -0.917
N -2.567 -1.100 0.478
C -3.620 -0.073 0.835
C -2.950 1.443 0.759
C -1.334 1.598 1.002
C -0.583 3.065 0.900
C -1.547 4.368 0.568
C -3.179 4.267 0.356
C -3.876 2.765 0.448
C -2.426 -2.178 1.531
O -1.219 -2.759 1.777
O -3.561 -2.712 2.341
H 5.886 -1.223 -0.352
H 6.765 -2.080 1.127
H 6.901 -0.163 0.917
H 4.532 0.642 -0.065
H 3.341 0.548 1.394
H 2.043 -1.277 0.591
H 3.517 -2.081 -0.381
H 2.545 0.905 -1.279
H 3.431 -0.442 -2.280
H 1.343 -1.606 -3.074
H 0.753 0.181 -2.863
H 0.094 -0.737 -0.225
H 0.022 -2.414 -1.115
H -1.779 0.243 -1.738
H -1.640 -1.291 -2.967
H -2.613 -2.839 -0.889
H -3.799 -1.465 -1.397
H -4.051 -0.178 1.929
H -4.561 -0.077 0.105
H -0.660 0.676 1.255
H 0.593 3.167 1.044
H -1.027 5.416 0.496
H -3.845 5.234 0.143
H -5.040 2.633 0.310
H -3.324 -2.408 3.285
*
```

The energy above the lowest of the compared OMol25 structures with the same formula, charge and spin comes out at 1512.8 kJ/mol. The SMILES is COCCCCCCCN(Cc1ccccc1)C(=O)O. For the frontier orbital gap, the calculation gives 8.7 eV.

***

no.,energy (Ha)
1,-3377.6721
2,-1412.8837
3,-1561.4044
4,-1542.3556
5,-904.6263